No. 1
# C5H9FN2

One molecule with the formula C5H9FN2 (ωB97M-V with the def2-TZVPD basis set, the OMol25 dataset).

The geometry in ORCA input format:
```
! wB97M-V def2-TZVPD RIJCOSX def2/J DEFGRID3
* xyz 0 1
H 3.017 0.143 0.054
C 1.073 1.184 0.416
H 1.142 1.546 1.451
C 2.012 -0.104 0.395
H -2.205 1.078 -0.354
H -0.542 -1.103 -1.526
H -1.106 2.403 -0.307
H 1.928 -0.872 -1.449
F -2.061 -0.895 0.333
H -0.564 -0.923 1.631
C -0.244 0.572 -0.037
H 1.917 -0.501 1.408
H 1.371 1.924 -0.317
N -1.262 1.454 -0.587
C -0.794 -0.630 0.621
N 1.445 -1.042 -0.580
C 0.005 -0.776 -0.631
*
```

The calculation puts the total energy at -405.228205 Eh. The energy relative to the best compared isomer or geometry (same formula, charge and spin) is 1.6909 eV. For the LUMO energy, the calculation gives 1.07 eV.

***

No. 2
# C5H9FS

One molecule with the formula C5H9FS (ωB97M-V with the def2-TZVPD basis set, the OMol25 dataset).

The geometry in ORCA input format:
```
! wB97M-V def2-TZVPD RIJCOSX def2/J DEFGRID3
* xyz 0 1
C -0.149 -0.828 0.981
H -1.960 -1.274 -1.305
F 1.042 -1.416 -1.114
H -0.371 2.150 -0.358
S -2.579 -0.442 -0.407
H -0.040 -0.580 2.032
H 1.971 -1.142 0.631
H -0.573 -1.791 1.039
H -0.453 0.980 -1.674
C -0.178 1.118 -0.589
H 2.002 0.860 -1.035
H 1.521 1.359 0.644
H -1.507 0.819 1.017
C 1.263 0.720 -0.263
C -1.111 0.204 0.242
C 1.123 -0.737 0.159
*
```

The calculation puts the total energy at -693.950102 Eh. The energy relative to the best compared isomer or geometry (same formula, charge and spin) is 0.4943 eV. For the LUMO energy, the calculation gives 0.87 eV.

***

No. 3
# C5H9FS

One molecule with the formula C5H9FS (ωB97M-V with the def2-TZVPD basis set, the OMol25 dataset).

The geometry in ORCA input format:
```
! wB97M-V def2-TZVPD RIJCOSX def2/J DEFGRID3
* xyz 0 1
C -0.908 1.068 0.135
C 0.108 0.292 0.933
F 1.678 1.408 -0.521
H 1.627 1.740 1.534
C -0.163 -1.114 0.372
H -0.166 0.272 1.955
H 1.036 -0.959 -1.389
C 0.842 -1.713 -0.640
C 1.470 0.926 0.791
S -1.741 -0.468 -0.480
H -1.601 1.743 0.709
H -0.456 1.564 -0.674
H 1.823 -1.981 -0.191
H 2.289 0.180 0.962
H -0.363 -1.927 1.120
H 0.466 -2.570 -1.191
*
```

The calculation puts the total energy at -693.930459 Eh. The energy relative to the best compared isomer or geometry (same formula, charge and spin) is 1.0288 eV. For the LUMO energy, the calculation gives 0.92 eV.

***

No. 4
# C5H9I

A 2-piece molecular cluster, C5H9I overall (ωB97M-V with the def2-TZVPD basis set, the OMol25 dataset).

The geometry in ORCA input format:
```
! wB97M-V def2-TZVPD RIJCOSX def2/J DEFGRID3
* xyz 0 1
H 1.032 -2.015 1.429
H -0.578 1.760 1.688
C -0.366 1.691 -1.495
C 0.872 -1.359 0.576
I 2.637 -0.118 0.444
H -1.603 3.072 1.088
H 0.462 -1.479 -1.536
H -2.215 1.408 1.091
H -0.273 -2.752 -0.557
C -1.328 2.027 0.942
H 0.036 1.560 -2.453
C 0.622 -2.144 -0.690
C -0.799 1.838 -0.389
H 0.048 -0.680 0.782
H 1.452 -2.808 -0.921
*
```

The calculation puts the total energy at -493.531748 Eh. The energy relative to the best compared isomer or geometry (same formula, charge and spin) is 1.5092 eV. For the LUMO energy, the calculation gives 0.64 eV.

***

No. 5
# C5H9I

One molecule with the formula C5H9I (ωB97M-V with the def2-TZVPD basis set, the OMol25 dataset).

The geometry in ORCA input format:
```
! wB97M-V def2-TZVPD RIJCOSX def2/J DEFGRID3
* xyz 0 1
H -0.395 -2.158 -0.081
H -0.871 -0.858 1.515
H -2.315 -0.723 0.428
H 1.305 2.572 -0.707
C 1.067 0.542 0.083
H -0.896 0.671 -0.909
C -1.435 -0.260 0.815
H 2.665 1.853 0.362
C -0.124 -1.457 -0.857
C -0.500 -0.037 -0.287
H 1.565 -0.195 0.591
I -2.129 1.561 1.814
H -0.579 -1.598 -1.773
H 0.952 -1.633 -0.920
C 1.691 1.719 -0.075
*
```

The calculation puts the total energy at -493.529672 Eh. The energy relative to the best compared isomer or geometry (same formula, charge and spin) is 1.5657 eV. For the LUMO energy, the calculation gives 0.53 eV.

***

No. 6
# C5H9IN

An isolated ion of composition C5H9IN and charge +1 (ωB97M-V with the def2-TZVPD basis set, the OMol25 dataset).

The geometry in ORCA input format:
```
! wB97M-V def2-TZVPD RIJCOSX def2/J DEFGRID3
* xyz 1 1
H -0.910 -0.099 -1.291
N 1.674 -1.607 0.360
C -0.347 0.860 0.367
H 1.577 1.895 0.012
C 1.132 0.872 0.200
H 1.722 -1.856 -0.640
I 4.093 0.036 -0.106
H -3.012 0.944 0.553
C -2.697 0.510 -0.368
H -0.719 1.378 1.123
H -3.398 -0.436 -0.374
H -2.967 1.066 -1.217
C 2.023 -0.147 0.221
H 0.676 -1.601 0.769
H 2.419 -2.218 0.884
C -1.266 0.402 -0.494
*
```

The calculation puts the total energy at -548.022045 Eh. The energy relative to the best compared isomer or geometry (same formula, charge and spin) is 1.8315 eV. For the LUMO energy, the calculation gives -3.75 eV.

***

No. 7
# C5H9IN

An isolated ion of composition C5H9IN and charge +1 (ωB97M-V with the def2-TZVPD basis set, the OMol25 dataset).

The geometry in ORCA input format:
```
! wB97M-V def2-TZVPD RIJCOSX def2/J DEFGRID3
* xyz 1 1
C -0.588 0.925 1.104
N 1.053 -0.522 0.332
H 2.875 -0.678 1.213
H -0.657 0.483 2.113
H -0.163 1.229 -1.760
H 0.542 2.440 -0.784
C 1.997 -1.171 0.793
C -2.243 -1.737 -0.598
I -2.798 0.171 -0.074
C 0.472 0.626 0.271
C 0.661 1.439 -0.998
H 2.278 -2.181 0.514
H -1.535 -1.613 -1.487
H -2.439 -2.607 -0.099
H -1.028 1.970 0.915
H 1.574 1.225 -1.455
*
```

The calculation puts the total energy at -547.927214 Eh. The energy relative to the best compared isomer or geometry (same formula, charge and spin) is 4.4120 eV. For the LUMO energy (spin up / spin down), the calculation gives -5.95 / -4.69 eV.

***

No. 8
# C5H9IO

C5H9IO as an isolated structure (ωB97M-V with the def2-TZVPD basis set, the OMol25 dataset).

The geometry in ORCA input format:
```
! wB97M-V def2-TZVPD RIJCOSX def2/J DEFGRID3
* xyz 0 3
H -0.876 -1.723 1.316
H -0.115 1.611 -0.921
H -0.545 1.412 1.608
C -0.770 -1.677 0.143
C 1.332 0.055 -0.904
H 2.158 0.563 -0.424
C 0.324 0.951 1.223
C -1.337 -0.550 -0.529
I -3.021 0.430 0.419
H 0.447 -0.036 1.654
H 1.197 0.533 -1.827
H 1.058 1.736 1.524
O -0.155 -2.523 -0.446
C 0.137 0.706 -0.232
H -1.439 -0.495 -1.581
H 1.604 -0.994 -1.022
*
```

The calculation puts the total energy at -568.601135 Eh. The energy relative to the best compared isomer or geometry (same formula, charge and spin) is 1.4914 eV. As for the expectation value of S²: 2.013. For the LUMO energy (spin up / spin down), the calculation gives 0.36 / -3.83 eV.

***

No. 9
# C5H9IO3S

One molecule with the formula C5H9IO3S (ωB97M-V with the def2-TZVPD basis set, the OMol25 dataset).

The geometry in ORCA input format:
```
! wB97M-V def2-TZVPD RIJCOSX def2/J DEFGRID3
* xyz 0 1
H 1.189 -0.806 -1.362
H 0.255 0.375 -2.225
H 0.134 -2.446 -0.641
S 1.134 0.433 1.799
H 1.332 2.101 -1.224
H -0.525 -2.072 0.945
H -2.230 -0.135 0.999
C -1.288 0.321 0.705
I -1.945 2.322 0.173
C 1.429 1.188 -0.642
O 1.469 1.038 3.055
H -1.609 -2.446 -0.390
O 1.132 1.609 0.702
C -0.750 -0.441 -0.506
C 0.544 0.061 -1.221
O -0.508 0.277 1.870
H 2.476 0.879 -0.679
H -1.558 -0.320 -1.230
C -0.681 -1.938 -0.127
*
```

The calculation puts the total energy at -1117.471645 Eh. The energy relative to the best compared isomer or geometry (same formula, charge and spin) is 0.0000 eV. For the LUMO energy, the calculation gives 0.40 eV.

***

No. 10
# C5H9IS

One molecule with the formula C5H9IS (ωB97M-V with the def2-TZVPD basis set, the OMol25 dataset).

The geometry in ORCA input format:
```
! wB97M-V def2-TZVPD RIJCOSX def2/J DEFGRID3
* xyz 0 3
H -0.845 -0.217 2.308
H 0.670 -0.779 1.589
C 0.935 0.667 -0.507
C 0.738 1.028 -1.896
H 1.605 0.844 -2.514
H -2.066 -1.248 0.372
H -1.097 1.048 0.101
H 0.066 1.589 1.253
C -0.181 0.762 0.512
H -1.210 -2.315 1.379
I 2.846 0.236 0.184
H -0.329 0.748 -2.327
S -0.283 -2.359 -0.692
C -0.343 -0.460 1.345
C -1.159 -1.578 0.627
H 0.653 2.036 -1.733
*
```

The calculation puts the total energy at -891.655024 Eh. The energy relative to the best compared isomer or geometry (same formula, charge and spin) is 0.0000 eV. As for the expectation value of S²: 2.009. For the LUMO energy (spin up / spin down), the calculation gives 0.62 / -1.86 eV.

***

No. 11
# C5H9LuO3

C5H9LuO3 as an isolated structure (ωB97M-V with the def2-TZVPD basis set, the OMol25 dataset).

The geometry in ORCA input format:
```
! wB97M-V def2-TZVPD RIJCOSX def2/J DEFGRID3
* xyz 2 1
C 2.973 -0.506 0.436
O 0.878 0.666 0.509
C -0.447 0.841 0.787
H 1.089 -1.174 -0.424
Lu 1.080 3.001 0.175
C -2.639 -0.040 -1.359
H -3.634 -0.349 -1.715
H 1.134 -1.199 1.350
H 3.422 -1.507 0.464
H 3.334 0.066 1.301
O -0.741 2.052 0.901
C -2.668 -0.109 0.155
H -1.919 -0.736 -1.838
C 1.476 -0.657 0.462
H -2.479 0.978 -1.747
O -1.207 -0.178 0.588
H -2.962 -1.133 0.440
H 3.309 -0.018 -0.488
*
```

The calculation puts the total energy at -1656.390369 Eh. The energy relative to the best compared isomer or geometry (same formula, charge and spin) is 1.3657 eV. For the LUMO energy (spin up / spin down), the calculation gives -10.01 / -8.70 eV.

***

No. 12
# C5H9MgO4Tb

C5H9MgO4Tb as an isolated structure (ωB97M-V with the def2-TZVPD basis set, the OMol25 dataset).

The geometry in ORCA input format:
```
! wB97M-V def2-TZVPD RIJCOSX def2/J DEFGRID3
* xyz 1 8
Mg -1.361 -0.650 0.448
O -1.741 -1.507 2.207
H 0.263 3.011 -1.593
C -0.728 -1.897 2.875
C -0.027 2.075 -1.092
H 1.441 0.257 -3.489
H 0.928 1.981 -3.480
O 0.675 0.983 -1.692
H -2.046 2.631 -0.737
H 1.245 -1.087 2.874
H -1.743 1.915 -2.330
C -1.515 1.806 -1.250
C 0.697 0.970 -3.116
H 0.254 2.190 -0.036
C 0.593 -1.630 2.159
H 1.082 -2.613 2.011
Tb 1.866 -0.573 -0.528
H -0.275 0.629 -3.498
O 0.490 -0.839 1.007
O -1.819 0.497 -0.942
*
```

The calculation puts the total energy at -1521.124219 Eh. The energy relative to the best compared isomer or geometry (same formula, charge and spin) is 0.1539 eV. As for the expectation value of S²: 15.776. For the LUMO energy (spin up / spin down), the calculation gives -3.84 / -5.22 eV.